C23H24N2O6S | ωB97M-V/def2-TZVPD

Structure (XYZ):
```
56
Properties=species:S:1:pos:R:3:forces:R:3:mulliken_charge:R:1
C -3.673 -2.663 0.051 0.173 0.196 -0.122 -1.489
C -2.847 -1.379 -0.064 -0.052 -0.376 -0.024 0.203
N -3.060 -0.469 1.050 -0.236 0.140 0.016 0.234
C -2.463 -0.573 2.264 -0.151 -0.262 0.070 1.168
O -2.745 0.157 3.194 0.113 0.022 0.323 -0.703
C -1.483 -1.725 2.515 -0.143 0.174 0.463 -0.998
O -0.343 -1.815 1.662 0.219 -0.187 -0.134 -0.332
C 0.170 -0.686 1.162 -0.146 0.434 -0.001 0.746
O -0.347 0.397 1.296 0.248 -0.189 0.071 -0.624
C 1.453 -0.884 0.435 0.510 0.256 -0.151 0.537
C 2.317 0.182 0.466 -0.273 -0.317 0.017 -0.689
C 3.583 0.081 -0.161 -0.458 -0.426 0.033 0.350
C 4.504 1.189 -0.121 1.276 -0.065 -0.610 0.168
C 5.766 1.319 -0.650 -0.889 -0.290 0.291 -0.580
C 6.202 2.615 -0.311 -0.454 0.408 0.383 -0.647
C 5.184 3.193 0.399 0.924 0.264 -0.304 0.460
C 5.056 4.539 1.013 -0.277 -0.272 -0.002 -1.270
O 4.157 2.334 0.517 -0.388 0.006 0.176 -0.334
N 3.967 -1.008 -0.792 0.404 0.648 0.075 -0.617
C 3.129 -2.053 -0.866 -0.598 -0.250 0.177 -0.272
C 3.573 -3.188 -1.579 -0.119 -0.224 -0.061 -0.624
C 2.767 -4.283 -1.713 0.257 0.119 -0.054 -0.510
C 1.485 -4.287 -1.145 -0.236 0.129 0.141 -0.859
C 1.027 -3.206 -0.441 -0.165 -0.379 -0.102 -0.396
C 1.831 -2.064 -0.268 0.384 0.181 -0.050 0.853
C -3.780 0.772 0.799 -0.059 -0.096 0.468 -0.530
C -5.199 0.527 0.232 -0.094 -0.271 0.315 -0.467
C -5.569 1.664 -0.694 0.768 -0.059 -0.259 -0.897
S -4.015 1.817 -1.627 -0.088 0.592 0.118 1.103
O -3.849 0.644 -2.446 -0.068 -0.431 0.109 -0.636
O -3.879 3.094 -2.267 -0.044 0.257 0.160 -0.724
C -2.988 1.688 -0.140 -0.493 0.074 -0.551 -0.703
H -4.728 -2.443 0.189 -0.101 0.020 0.005 0.359
H -3.349 -3.278 0.886 0.013 -0.076 0.065 0.314
H -3.557 -3.240 -0.863 -0.017 -0.144 -0.080 0.436
H -1.792 -1.643 -0.153 -0.060 0.088 -0.074 -0.202
H -3.122 -0.855 -0.983 0.113 -0.074 0.122 0.328
H -1.986 -2.691 2.434 0.060 0.122 -0.005 0.310
H -1.129 -1.594 3.544 -0.129 0.005 -0.240 0.327
H 2.042 1.089 0.980 -0.053 0.038 0.030 0.748
H 6.292 0.571 -1.204 0.057 -0.211 -0.117 0.598
H 7.142 3.065 -0.558 0.171 0.165 -0.011 0.458
H 4.228 5.085 0.561 -0.018 0.100 -0.003 0.299
H 5.974 5.100 0.868 0.039 0.019 -0.008 0.327
H 4.853 4.451 2.080 0.021 0.066 0.078 0.309
H 4.559 -3.148 -2.013 0.106 0.010 -0.041 0.476
H 3.108 -5.148 -2.262 0.060 -0.050 -0.049 0.384
H 0.854 -5.155 -1.267 -0.073 -0.048 0.007 0.434
H 0.040 -3.232 -0.009 -0.013 -0.032 -0.003 0.459
H -3.860 1.248 1.782 -0.020 -0.038 -0.349 0.606
H -5.203 -0.387 -0.360 -0.060 -0.050 0.063 0.190
H -5.910 0.412 1.050 0.005 -0.047 -0.050 0.404
H -6.396 1.433 -1.357 0.021 0.055 -0.197 0.492
H -5.734 2.608 -0.185 -0.016 0.157 0.041 0.343
H -2.891 2.696 0.247 0.012 0.119 0.024 0.398
H -2.003 1.297 -0.370 0.036 0.002 -0.188 0.277
```
Forces are in eV/Å.

Its largest force on an atom is 1.42 eV/A. As for the multiplicity: 1. For the highest occupied orbital energy, the calculation gives -0.29345 Eh.